[1]
{"formula": "C18H36LaN3", "method": "wB97M-V/def2-TZVPD", "species": ["C", "C", "H", "H", "H", "H", "H", "C", "H", "C", "H", "H", "H", "H", "C", "C", "C", "C", "H", "H", "H", "C", "C", "H", "C", "H", "C", "N", "H", "C", "C", "N", "H", "H", "C", "C", "H", "C", "H", "H", "H", "H", "H", "H", "H", "H", "La", "N", "H", "H", "H", "H", "H", "H", "H", "C", "H", "H"], "positions_angstrom": [[-1.05, 0.11, -2.91], [-2.58, -0.86, -1.47], [-1.22, -0.58, 1.25], [3.90, 1.36, 4.55], [-0.65, -3.03, -0.15], [-4.40, -2.04, -1.43], [-0.28, 0.65, -4.83], [-1.33, -2.48, -3.07], [0.62, -0.66, -4.04], [-1.26, 2.60, -2.15], [3.50, 2.89, 3.73], [-3.88, 0.60, 0.49], [-1.16, 1.17, 2.26], [2.25, 2.03, 4.70], [1.67, 1.25, 2.12], [0.09, 0.29, -3.86], [0.88, 3.50, 2.96], [-0.62, 2.02, 1.79], [1.93, 3.72, 3.19], [2.34, -2.26, -0.40], [2.27, -0.30, 1.17], [-3.49, 1.27, -0.29], [0.23, -2.44, 0.09], [0.27, 3.54, 3.88], [3.11, 1.91, 4.04], [-2.98, 2.10, 0.21], [1.62, -4.24, -0.91], [0.72, 2.19, 2.36], [2.46, -4.52, -1.54], [-2.59, 0.55, -1.23], [-1.63, -1.13, -2.50], [2.79, 1.10, 2.89], [-1.87, 3.15, -2.88], [3.16, -1.01, 2.70], [-1.64, 1.16, -2.12], [3.66, -0.03, 2.59], [-3.80, -1.54, 0.16], [1.42, -2.72, -0.80], [1.77, -4.65, 0.09], [0.46, -2.37, 1.16], [-0.21, 2.73, -2.44], [4.48, 0.02, 3.32], [0.50, 4.26, 2.27], [-1.40, -3.27, -2.30], [-1.40, 3.09, -1.18], [-2.98, -2.83, -0.74], [-0.13, -0.21, -0.44], [1.52, 0.40, 1.11], [-0.63, 1.93, 0.67], [4.09, 0.02, 1.58], [-1.19, 2.94, 1.99], [-2.05, -2.74, -3.87], [-4.36, 1.71, -0.82], [-0.32, -2.52, -3.51], [0.71, -4.70, -1.31], [-3.49, -1.86, -0.84], [1.31, -2.28, -1.81], [0.84, 1.02, -3.50]], "total_charge": 2, "homo_energy_ev": [-14.4, -14.5], "lumo_energy_ev": [-8.332, -9.237], "orbital_gap_ha": [0.225, 0.193], "spin_multiplicity": 1}

---

[2]
{"formula": "C18H36N2O19PS4", "method": "wB97M-V/def2-TZVPD", "species": ["O", "O", "H", "H", "H", "N", "C", "H", "H", "O", "C", "H", "H", "H", "C", "H", "O", "O", "O", "O", "O", "H", "H", "O", "C", "O", "H", "H", "H", "C", "O", "N", "C", "H", "H", "P", "S", "O", "C", "H", "H", "H", "H", "S", "C", "H", "H", "O", "C", "C", "C", "H", "H", "H", "S", "H", "H", "O", "C", "H", "C", "C", "O", "H", "O", "O", "H", "H", "H", "S", "H", "C", "O", "C", "H", "H", "H", "O", "C", "C"], "positions_angstrom": [[5.12, -4.95, 0.61], [-3.37, 4.58, 0.15], [-3.33, -0.53, 1.03], [-7.61, 1.18, 0.66], [-7.77, -1.45, -0.91], [2.90, 1.21, 2.32], [5.70, -2.44, -2.11], [-5.96, 4.60, -1.73], [4.17, -0.13, -0.12], [3.53, -3.95, 2.13], [-8.04, 0.19, 0.47], [-1.79, -0.81, 1.81], [-3.75, 0.89, 2.78], [-0.88, 4.64, -0.83], [0.25, 3.28, 0.36], [-4.67, 4.33, -3.77], [-5.04, 3.03, -0.78], [0.01, 2.17, -0.53], [-6.12, -1.10, 0.26], [0.20, 0.75, 1.63], [-6.91, -2.75, 1.89], [3.04, 0.84, -1.04], [6.47, -3.86, -3.56], [-7.98, -0.56, 1.69], [-2.40, -0.04, 1.33], [4.44, -4.05, -3.23], [-6.85, 0.01, -1.34], [2.18, -5.52, 1.95], [4.10, 2.97, 0.06], [-4.50, 3.61, -2.98], [5.04, -2.51, 0.82], [3.75, 2.57, 0.92], [-5.63, 3.59, -1.97], [3.95, 4.25, 2.34], [-2.05, 1.05, 3.13], [-0.25, 0.77, 0.22], [5.02, -3.70, 1.61], [-5.72, -0.71, 2.65], [0.78, -0.45, -0.70], [6.68, -1.98, -2.02], [2.40, -4.52, 0.50], [0.24, -1.40, -0.77], [2.47, 0.36, 2.66], [3.76, -2.66, -3.63], [5.76, -3.82, -2.72], [-0.46, 3.28, 1.20], [5.22, -2.46, -1.13], [-2.71, 2.27, -0.51], [-7.21, -0.60, -0.52], [0.15, 4.57, -0.47], [-2.79, 1.09, 2.31], [6.03, -4.59, -2.00], [0.39, 5.43, 0.15], [-9.07, 0.31, 0.15], [-6.61, -1.38, 1.76], [1.06, -0.07, -1.69], [2.49, -1.65, -0.36], [3.78, -2.51, -5.04], [2.08, -0.74, 0.08], [0.79, 4.50, -1.36], [2.91, -4.99, 1.35], [3.66, 3.23, 2.13], [-1.80, 0.42, 0.08], [2.87, 2.52, 4.09], [2.56, -2.54, -2.87], [5.91, -3.89, 2.69], [4.38, -6.54, 1.69], [-6.47, 3.00, -2.29], [-2.70, 2.09, 1.88], [-3.49, 3.45, -0.70], [1.28, 3.22, 0.71], [3.26, 1.33, 1.05], [-3.34, 3.95, -2.22], [4.05, -5.87, 0.90], [1.88, -0.98, 1.13], [-4.34, 2.62, -3.42], [3.80, -6.45, 0.01], [4.86, -1.69, -2.99], [3.11, 2.37, 3.04], [3.18, 0.34, -0.07]], "total_charge": 1, "homo_energy_ev": -12.5, "lumo_energy_ev": -2.050, "orbital_gap_ha": 0.385, "spin_multiplicity": 1}

---

[3]
{"formula": "C18H36NO4Rb", "method": "wB97M-V/def2-TZVPD", "species": ["N", "H", "H", "Rb", "H", "C", "C", "C", "H", "H", "H", "H", "H", "C", "C", "H", "C", "H", "H", "H", "C", "C", "H", "H", "H", "H", "C", "H", "H", "H", "H", "H", "H", "H", "C", "C", "H", "O", "H", "H", "C", "H", "H", "C", "H", "C", "C", "O", "H", "H", "C", "O", "H", "C", "C", "H", "H", "H", "H", "O"], "positions_angstrom": [[13.15, 24.30, 12.83], [16.60, 17.10, 11.20], [14.09, 27.06, 14.48], [13.15, 20.31, 13.94], [10.90, 19.68, 19.13], [9.66, 17.89, 15.35], [14.22, 25.11, 12.26], [11.47, 22.29, 18.45], [9.14, 18.43, 14.55], [12.22, 22.58, 19.20], [14.49, 23.70, 10.65], [11.93, 18.88, 17.88], [12.94, 28.06, 13.65], [15.70, 16.54, 11.45], [12.19, 26.11, 14.12], [14.36, 25.05, 15.42], [14.29, 24.76, 10.78], [14.67, 17.41, 14.65], [12.65, 19.72, 19.23], [11.37, 23.10, 17.74], [11.87, 21.03, 17.75], [10.93, 17.36, 14.74], [10.62, 24.07, 13.54], [11.35, 26.23, 13.43], [15.05, 16.44, 10.58], [14.86, 27.16, 12.22], [10.82, 16.18, 13.81], [11.85, 26.40, 15.12], [12.98, 24.43, 16.28], [8.98, 17.08, 15.64], [9.88, 18.55, 16.17], [15.73, 25.18, 13.88], [16.38, 25.34, 12.27], [16.37, 17.60, 14.16], [15.61, 24.83, 12.86], [11.81, 19.74, 18.54], [13.26, 26.93, 11.57], [11.99, 17.89, 14.96], [11.52, 22.76, 14.26], [10.87, 24.04, 15.29], [12.61, 24.64, 14.13], [15.09, 25.33, 10.30], [10.05, 16.36, 13.05], [13.32, 27.03, 13.70], [10.53, 22.17, 18.98], [15.44, 17.05, 13.97], [13.93, 26.61, 12.37], [14.10, 18.07, 12.31], [16.01, 15.54, 11.77], [15.64, 15.99, 14.16], [13.53, 24.36, 15.33], [13.52, 22.95, 12.73], [10.55, 15.27, 14.35], [11.34, 23.83, 14.33], [14.99, 17.28, 12.55], [13.34, 25.02, 10.30], [13.94, 23.35, 15.27], [11.76, 16.03, 13.28], [15.81, 23.76, 12.83], [12.27, 21.05, 16.61]], "homo_energy_ev": -4.4, "e_above_lowest_kcal_mol": 0.00, "lumo_energy_ev": -0.183, "orbital_gap_ha": 0.156, "spin_multiplicity": 1}

---

[4]
{"formula": "C18H37BClINO6", "method": "wB97M-V/def2-TZVPD", "species": ["H", "C", "H", "H", "C", "C", "C", "O", "H", "C", "C", "N", "H", "B", "H", "O", "H", "O", "C", "H", "H", "C", "I", "H", "H", "C", "C", "H", "C", "C", "H", "C", "H", "H", "H", "H", "H", "H", "H", "O", "H", "H", "H", "H", "H", "H", "C", "C", "H", "H", "H", "H", "H", "H", "O", "C", "H", "H", "H", "H", "C", "O", "C", "Cl", "H"], "positions_angstrom": [[3.27, 1.80, 5.76], [-1.67, 3.02, -1.12], [-5.84, 3.16, -0.48], [-3.49, -0.45, -0.17], [-1.54, 1.46, -0.84], [2.75, 1.77, 4.78], [-4.72, -2.25, -0.34], [0.01, 1.19, -5.00], [4.84, 3.80, 4.34], [2.41, -1.57, 2.71], [1.30, -0.37, 0.65], [-1.70, -0.69, -2.25], [-5.48, -1.69, -0.93], [0.89, 0.29, -4.33], [-0.88, 3.61, -0.60], [-5.84, 2.64, 0.33], [-1.69, 3.27, -2.20], [0.78, -2.95, -3.55], [-0.21, -2.19, -3.60], [1.30, 0.29, 4.06], [-2.63, 3.34, -0.66], [4.80, 2.72, 4.06], [-4.06, 1.35, -2.48], [4.08, -0.98, 4.04], [2.88, -2.56, 2.90], [2.45, -1.34, 1.16], [3.27, -0.48, 3.47], [3.74, 0.18, 2.71], [-2.67, -1.67, -1.90], [-1.98, 0.71, -2.18], [1.38, -1.64, 3.12], [-0.31, -1.13, -2.39], [0.55, 1.95, -5.26], [-0.50, 1.21, -0.54], [-1.48, 1.29, -2.99], [1.37, -2.14, -1.28], [3.45, -1.03, 0.80], [1.03, 0.31, 1.49], [1.79, -0.42, -2.48], [-1.03, -2.22, -4.53], [-0.17, -2.96, -1.13], [0.67, 0.94, -2.24], [0.14, -2.14, 0.99], [5.20, 2.10, 4.90], [-4.58, -3.30, -0.66], [-2.66, -1.99, 0.25], [0.77, -0.05, -2.75], [0.08, -1.30, 0.25], [2.25, -2.33, 0.70], [2.26, -0.28, 5.44], [2.36, 0.31, -5.61], [1.80, 2.34, 4.92], [-5.03, -2.16, 0.73], [-2.22, 1.26, 0.01], [1.89, -0.36, -5.08], [2.34, 0.28, 4.48], [1.66, 0.24, -0.19], [-0.90, -0.83, 0.43], [-2.17, -2.66, -1.81], [5.46, 2.59, 3.17], [0.29, -1.95, -1.16], [3.45, 2.41, 3.72], [-3.35, -1.50, -0.47], [-3.92, -2.08, -3.21], [-6.26, 1.81, 0.07]], "total_charge": -1, "homo_energy_ev": -4.1, "lumo_energy_ev": 2.173, "orbital_gap_ha": 0.232, "spin_multiplicity": 1}

---

[5]
{"formula": "C18H37BrClFNO3P2", "method": "wB97M-V/def2-TZVPD", "species": ["H", "H", "Br", "H", "H", "C", "H", "H", "H", "P", "H", "H", "H", "H", "H", "C", "H", "H", "H", "C", "C", "H", "H", "H", "C", "C", "H", "C", "H", "C", "H", "H", "C", "C", "H", "H", "F", "H", "C", "C", "O", "H", "C", "P", "H", "O", "H", "H", "C", "H", "H", "H", "C", "O", "Cl", "C", "H", "H", "C", "C", "H", "N", "H", "H"], "positions_angstrom": [[-0.05, -3.28, -5.49], [-5.24, -5.37, -0.89], [0.99, -4.09, -1.00], [-3.49, 1.48, 3.02], [-2.75, -3.06, -3.67], [-3.51, -3.79, -0.96], [2.16, 5.62, 1.06], [0.53, 3.62, 3.65], [-2.06, 1.20, -0.66], [-0.73, -2.56, -0.89], [3.05, 7.89, 1.67], [5.70, 7.90, 1.06], [0.94, 1.81, 4.07], [1.70, -1.73, 1.24], [-3.90, -3.13, -1.84], [3.67, 7.11, 1.25], [0.36, -0.29, 1.37], [3.38, -0.25, 0.23], [2.58, 3.30, 2.23], [5.01, 7.08, 0.93], [-2.70, 0.87, 3.63], [3.68, 1.08, 2.27], [-0.56, -1.29, -3.14], [1.28, 2.72, 0.94], [2.55, 1.02, 1.94], [-4.15, -5.30, -1.32], [-3.15, -0.21, 3.83], [4.12, 5.08, 0.43], [-0.18, -3.40, 1.20], [1.15, -0.83, 0.70], [-1.90, -3.60, -5.99], [-2.61, 1.37, 4.70], [-1.92, -4.05, -0.86], [2.35, 0.30, 0.46], [6.25, 5.44, 0.07], [-1.47, -4.50, -3.63], [-4.18, -3.48, 0.36], [2.06, 1.09, -0.36], [-1.17, -2.98, -5.29], [1.76, 2.47, 2.00], [-0.72, -2.61, 0.84], [-1.56, -4.98, -1.52], [-0.62, -2.43, -2.78], [-2.35, -1.06, -0.71], [-1.79, -4.52, 0.24], [-1.38, 0.83, 2.97], [1.57, -1.67, -1.37], [0.36, -0.24, -1.47], [0.61, 2.52, 3.20], [-0.88, 2.41, 1.48], [0.48, -2.83, -3.06], [2.01, 0.33, 2.75], [-0.92, 2.19, 2.63], [-1.70, 0.46, -0.05], [-3.17, -0.49, -2.57], [-1.61, -3.31, -3.70], [-3.44, -6.16, -0.96], [3.90, 4.06, 0.12], [0.61, -1.21, -0.82], [5.29, 5.80, 0.41], [-1.73, 2.94, 3.07], [3.13, 5.89, 0.94], [-4.20, -5.36, -2.49], [-1.41, -1.85, -5.47]], "total_charge": -1, "homo_energy_ev": -4.1, "e_above_lowest_kcal_mol": 171.17, "lumo_energy_ev": 2.453, "orbital_gap_ha": 0.241, "spin_multiplicity": 1}

---

[6]
{"formula": "C18H37ClN5O6PV", "method": "wB97M-V/def2-TZVPD", "species": ["H", "H", "O", "C", "H", "H", "C", "H", "N", "H", "C", "C", "H", "C", "H", "N", "H", "H", "H", "C", "H", "Cl", "C", "H", "C", "C", "H", "H", "H", "O", "H", "H", "C", "H", "H", "H", "C", "O", "N", "V", "H", "H", "H", "O", "H", "O", "N", "H", "H", "P", "H", "H", "H", "H", "H", "C", "N", "H", "H", "C", "C", "H", "C", "H", "O", "C", "C", "H", "C"], "positions_angstrom": [[-3.68, -0.61, 1.76], [-0.65, 3.81, -2.51], [-4.30, 2.31, -1.05], [-3.13, -1.51, 2.03], [-3.83, -2.34, 1.98], [2.29, -2.47, -1.10], [-0.61, -2.74, 3.00], [-0.39, 3.96, 0.01], [0.58, 0.38, 3.78], [1.23, -4.05, 1.89], [1.61, 0.36, 1.85], [-1.00, -1.54, -1.13], [1.44, 2.78, -4.29], [3.12, 0.91, -3.11], [-2.83, -1.41, 3.07], [0.29, 0.64, 1.61], [-0.73, 3.38, -4.09], [-2.06, -0.74, -2.83], [1.58, 4.06, -3.09], [1.34, -2.32, -1.61], [1.10, 3.28, 0.20], [-2.93, 2.44, -0.80], [1.80, 0.19, 3.19], [-3.63, -1.84, -1.68], [-2.09, -1.40, -0.26], [-0.30, 0.65, 2.80], [0.42, -2.66, 3.34], [4.25, 0.86, -1.38], [-0.74, 2.23, -2.89], [-2.56, 1.91, 0.53], [2.33, 0.30, 1.06], [1.19, -3.21, -2.23], [-1.95, -1.73, 1.11], [2.66, 0.17, -3.77], [3.43, -0.56, -1.65], [-1.28, -2.28, -3.12], [1.50, -3.31, 1.15], [0.89, 0.90, -1.61], [3.98, 0.18, -2.10], [-0.68, 1.11, -0.16], [3.78, 1.56, -3.68], [0.77, 1.12, 5.73], [4.81, -0.23, -2.52], [-2.12, 1.59, -1.73], [1.99, -3.85, 0.35], [2.80, 2.57, -1.08], [0.10, 3.14, 0.36], [2.68, -0.04, 3.77], [-1.35, 0.83, 2.97], [1.95, 1.87, -2.07], [-4.25, -1.41, -0.11], [-0.80, 0.38, 5.34], [1.43, -1.47, -2.30], [-3.66, -0.16, -1.19], [-1.22, -2.14, 3.68], [0.29, -2.54, 0.67], [-0.31, 3.13, -3.19], [-0.02, 3.18, 1.37], [-0.92, -3.78, 3.14], [0.28, 0.31, 5.20], [0.21, -2.10, -0.65], [0.62, -0.65, 5.59], [-1.18, -1.32, -2.61], [-0.32, -0.81, -3.05], [-2.46, 3.79, -0.96], [1.18, 3.07, -3.27], [-0.77, -2.31, 1.57], [2.25, -2.66, 1.62], [-3.47, -1.17, -0.83]], "total_charge": 2, "homo_energy_ev": [-13.1, -13.5], "e_above_lowest_kcal_mol": 0.00, "lumo_energy_ev": [-5.374, -5.379], "orbital_gap_ha": [0.285, 0.298], "spin_multiplicity": 4}